Record 1
Here is a 2-piece molecular cluster, C4H6O2 overall from OMol25. Energies are from the ωB97M-V functional and the def2-TZVPD basis.

Kohn-Sham gap (Eh): 0.39013

Positions of all 12 atoms, in Å:
1 C 0.4618 0.6899 1.0265
2 C -0.7125 1.1131 0.6978
3 C 0.3744 1.4404 -0.2774
4 H 1.0828 0.1854 1.7446
5 H -1.7384 1.2849 0.9487
6 H 0.7656 2.4565 -0.3526
7 H 0.3706 0.9076 -1.2351
8 O -1.4578 -2.2907 -0.0397
9 C -0.5392 -1.6875 -0.5117
10 O 0.7202 -1.8553 -0.0781
11 H -0.6437 -0.9462 -1.3275
12 H 1.3162 -1.2981 -0.5955

natural (NBO) population analysis, charges in e, atoms 1 to 2:
1. C -0.18
2. C -0.19

***

Record 2
Here is C4H6O2 in the gas phase from OMol25. Energies are from the ωB97M-V functional and the def2-TZVPD basis.

Kohn-Sham gap (Eh): 0.37376

Positions of all 12 atoms, in Å:
1 C -1.0974 0.0353 -1.5674
2 C -0.5624 0.9627 -0.8072
3 C 0.1112 0.6122 0.5583
4 O 1.4458 1.0965 0.3267
5 C 0.3401 -0.9506 0.7679
6 O -0.5362 -1.7930 0.8016
7 H -0.9073 -1.0257 -1.4464
8 H -1.7101 0.3946 -2.4173
9 H -0.3590 2.0439 -0.9845
10 H -0.3868 1.0597 1.3816
11 H 1.9522 0.3840 -0.1467
12 H 1.3851 -1.2424 0.8778

natural (NBO) population analysis, charges in e, atoms 1 to 2:
1. C -0.40
2. C -0.19

***

Record 3
Here is a 2-piece molecular cluster, C4H6O2 overall from OMol25. Energies are from the ωB97M-V functional and the def2-TZVPD basis.

Kohn-Sham gap (Eh): 0.41091

Positions of all 12 atoms, in Å:
1 O -0.1047 -1.7068 -1.6989
2 C 0.0287 -0.5309 -1.8383
3 C 0.1548 0.8373 -1.3958
4 O 0.1714 0.3506 -2.8196
5 H 1.1096 1.2236 -1.0484
6 H -0.7258 1.4220 -1.1415
7 C -0.5327 0.2335 1.7751
8 C 0.2984 -0.7808 1.5542
9 H -0.2705 1.0615 2.4302
10 H -1.5183 0.2721 1.3138
11 H 0.0373 -1.6019 0.8896
12 H 1.2790 -0.8246 2.0243

natural (NBO) population analysis, charges in e, atoms 1 to 2:
1. O -0.53
2. C 0.77

***

Record 4
Here is C4H6O2 as an isolated structure from OMol25. Energies are from the ωB97M-V functional and the def2-TZVPD basis.

Kohn-Sham gap (Eh): 0.38534

Positions of all 12 atoms, in Å:
1 O 0.8268 -1.6493 0.7379
2 C -0.0261 -0.5981 1.0413
3 C 0.1883 0.7307 0.4087
4 C 0.4515 0.5796 -1.0741
5 O -0.5925 -0.4097 -1.2396
6 C -1.0454 -0.0883 0.0728
7 H 0.7170 -1.8465 -0.2052
8 H -0.3621 -0.6153 2.0717
9 H 0.1334 1.6520 0.9664
10 H 0.1537 1.4547 -1.6601
11 H 1.4507 0.2299 -1.3290
12 H -1.8954 0.5603 0.2093

natural (NBO) population analysis, charges in e, atoms 1 to 2:
1. O -0.69
2. C 0.08

***

Record 5
Here is a 2-piece molecular cluster, C4H6O2 overall from OMol25. Energies are from the ωB97M-V functional and the def2-TZVPD basis.

Kohn-Sham gap (spin up / spin down) (Eh): 0.31440 / 0.31442

Positions of all 12 atoms, in Å:
1 O 2.5012 0.7143 -0.6944
2 C 1.3105 0.9408 -0.3447
3 C 0.9701 -0.5072 -0.2771
4 C -1.0382 -0.8006 0.2653
5 C -1.3888 0.5058 0.3878
6 O 0.6064 1.9072 -0.1061
7 H 0.9196 -1.0530 -1.2147
8 H 1.3919 -1.0680 0.5521
9 H -1.3572 -1.3634 -0.6074
10 H -0.8114 -1.3809 1.1550
11 H -1.2670 1.0494 1.3164
12 H -1.8372 1.0556 -0.4322

natural (NBO) population analysis, charges in e, atoms 1 to 2:
1. O -0.58
2. C 0.70

***

Record 6
Here is C4H6O2 in the gas phase from OMol25. Energies are from the ωB97M-V functional and the def2-TZVPD basis.

Kohn-Sham gap (Eh): 0.33820

Positions of all 12 atoms, in Å:
1 C -1.3712 -0.3367 0.6933
2 C -0.0052 0.1327 1.1431
3 C 0.4707 0.8861 -0.3436
4 O -0.1043 1.6908 -1.0435
5 C 1.6390 0.0354 -0.8152
6 O 1.9215 -0.8471 -0.0472
7 H -1.9368 0.5494 0.4224
8 H -1.2224 -0.9424 -0.2127
9 H -1.9255 -0.9588 1.3998
10 H 0.5081 -0.7464 1.6155
11 H 0.0491 0.9075 1.9068
12 H 2.1807 0.1249 -1.7680

natural (NBO) population analysis, charges in e, atoms 1 to 2:
1. C -0.62
2. C -0.48

***

Record 7
Here is C4H6O2 as an isolated structure from OMol25. Energies are from the ωB97M-V functional and the def2-TZVPD basis.

Kohn-Sham gap (Eh): 0.34578

Positions of all 12 atoms, in Å:
1 C 0.8608 1.1568 0.9239
2 C 0.6651 -0.0513 0.0782
3 C -0.6469 -0.7523 0.2252
4 C -0.7824 -0.4837 -1.0853
5 O -1.5957 -1.0980 -1.9347
6 O 0.3173 0.2278 -1.3735
7 H -0.0627 1.7429 0.9181
8 H 1.7043 1.7534 0.5804
9 H 1.0421 0.8060 1.9476
10 H 1.5366 -0.7108 -0.0044
11 H -1.6398 -1.8385 -1.2697
12 H -1.3988 -0.7523 0.9942

natural (NBO) population analysis, charges in e, atoms 1 to 2:
1. C -0.63
2. C 0.11

***

Record 8
Here is C4H6O2 as an isolated structure from OMol25. Energies are from the ωB97M-V functional and the def2-TZVPD basis.

Kohn-Sham gap (Eh): 0.37084

Positions of all 12 atoms, in Å:
1 C -1.2186 -0.1657 -0.5036
2 C -0.1780 -0.2940 0.9888
3 O 0.9316 -1.0797 0.7132
4 C 1.4207 -0.0751 -0.2095
5 C 0.2924 0.8896 0.2889
6 O 0.0141 2.0602 0.2125
7 H -2.1607 0.2194 -0.1235
8 H -1.0067 0.4524 -1.4114
9 H -1.2124 -1.1958 -0.8172
10 H -0.6816 -0.5513 1.9369
11 H 1.4538 -0.5031 -1.2174
12 H 2.3790 0.3268 0.1026

natural (NBO) population analysis, charges in e, atoms 1 to 2:
1. C -0.65
2. C 0.07

***

Record 9
Here is a 2-piece molecular cluster, C4H6O2 overall from OMol25. Energies are from the ωB97M-V functional and the def2-TZVPD basis.

Kohn-Sham gap (Eh): 0.36417

Positions of all 12 atoms, in Å:
1 C -2.3326 -0.2365 0.5243
2 C -1.3061 0.2522 0.1149
3 O -0.4221 1.1984 -0.2289
4 O -0.8759 2.5777 -0.1015
5 H -3.1856 -0.7475 0.8577
6 H -0.2083 3.0439 -0.6299
7 C 1.6943 -0.6333 -0.5442
8 C 0.9249 -1.3602 0.2774
9 H 2.3413 -1.1119 -1.2683
10 H 1.8074 0.4389 -0.5192
11 H 1.0279 -2.4348 0.2955
12 H 0.5346 -0.9870 1.2223

natural (NBO) population analysis, charges in e, atoms 1 to 2:
1. C -0.30
2. C 0.27

***

Record 10
Here is C4H6O2 as an isolated structure from OMol25. Energies are from the ωB97M-V functional and the def2-TZVPD basis.

Kohn-Sham gap (Eh): 0.36917

Positions of all 12 atoms, in Å:
1 O -1.4613 0.7596 -0.9184
2 C -0.2639 0.3195 -0.3880
3 C 0.7006 -0.4251 -1.1848
4 C -0.0814 -1.0052 0.3219
5 O 0.5161 -0.4183 1.4493
6 C 0.1997 0.9089 0.9478
7 H -1.4312 0.5341 -1.8583
8 H 0.5833 -1.6433 -0.4704
9 H 1.7253 -0.2783 -0.8177
10 H -0.9352 -1.6693 0.4599
11 H 1.0700 1.5707 0.9390
12 H -0.6220 1.3468 1.5196

natural (NBO) population analysis, charges in e, atoms 1 to 2:
1. O -0.69
2. C 0.13

***

Record 11
Here is C4H6O2 in the gas phase from OMol25. Energies are from the ωB97M-V functional and the def2-TZVPD basis.

Kohn-Sham gap (Eh): 0.37426

Positions of all 12 atoms, in Å:
1 O 1.8848 -1.0410 1.3479
2 C 0.9272 -0.5291 0.8432
3 C 0.5899 0.9106 0.4285
4 C -0.4227 0.2521 -0.4959
5 O -1.6120 0.8650 -0.8889
6 C -0.3732 -1.0786 0.2389
7 H 0.1362 1.4805 1.2466
8 H 1.3558 1.5136 -0.0645
9 H 0.1315 0.0802 -1.5077
10 H -1.1287 0.7105 -1.7457
11 H -0.3289 -1.9673 -0.3947
12 H -1.1598 -1.1965 0.9922

natural (NBO) population analysis, charges in e, atoms 1 to 2:
1. O -0.50
2. C 0.62

***

Record 12
Here is C4H6O2 as an isolated structure from OMol25. Energies are from the ωB97M-V functional and the def2-TZVPD basis.

Kohn-Sham gap (Eh): 0.40297

Positions of all 12 atoms, in Å:
1 O 2.3200 -1.3479 0.1079
2 C 1.3438 -0.7489 0.4834
3 C 0.3234 -0.1227 -0.4254
4 C -1.1421 -0.5397 -0.1826
5 O -1.5635 0.8186 -0.0222
6 C -0.2046 1.2680 -0.0234
7 H 1.1298 -0.6295 1.5706
8 H 0.6492 -0.2061 -1.4640
9 H -1.6434 -1.0399 -1.0163
10 H -1.2955 -1.1262 0.7347
11 H 0.1136 1.5971 0.9762
12 H -0.0307 2.0772 -0.7390

natural (NBO) population analysis, charges in e, atoms 1 to 2:
1. O -0.50
2. C 0.44

***

Record 13
Here is C4H6O2 as an isolated structure from OMol25. Energies are from the ωB97M-V functional and the def2-TZVPD basis.

Kohn-Sham gap (Eh): 0.33457

Positions of all 12 atoms, in Å:
1 C 0.4731 -0.4752 1.2866
2 C 0.5867 -0.7629 -0.1885
3 O -0.5938 -1.1837 -0.8432
4 C -0.3839 0.0835 -1.3944
5 C -1.0501 1.2558 -0.8365
6 O -0.5591 2.3248 -0.5266
7 H 1.3980 -0.0403 1.6816
8 H -0.3488 0.2127 1.4928
9 H 0.2842 -1.4182 1.8214
10 H 1.4299 -1.4104 -0.4776
11 H 0.9186 0.2218 -1.1005
12 H -2.1549 1.1922 -0.9150

natural (NBO) population analysis, charges in e, atoms 1 to 2:
1. C -0.65
2. C 0.07

***

Record 14
Here is C4H6O2 as an isolated structure from OMol25. Energies are from the ωB97M-V functional and the def2-TZVPD basis.

Kohn-Sham gap (Eh): 0.35914

Positions of all 12 atoms, in Å:
1 C 1.5228 0.3864 0.0210
2 C 0.3906 0.8896 -0.6906
3 O -0.2734 1.8716 -0.3772
4 C -0.1206 -0.5561 0.5613
5 C -1.6306 -0.5453 0.0461
6 O -2.2619 -1.5702 0.0584
7 H 0.1959 0.2298 -1.5542
8 H 2.1188 -0.4462 -0.3482
9 H 2.1478 1.1541 0.5194
10 H 0.1980 -1.5786 0.4021
11 H -0.1935 -0.2515 1.6009
12 H -2.0939 0.4163 -0.2392

natural (NBO) population analysis, charges in e, atoms 1 to 2:
1. C -0.35
2. C 0.30

***

Record 15
Here is C4H6O2 as an isolated structure from OMol25. Energies are from the ωB97M-V functional and the def2-TZVPD basis.

Kohn-Sham gap (Eh): 0.41779

Positions of all 12 atoms, in Å:
1 C -1.0504 0.0166 -1.1346
2 C 0.0189 0.4203 -0.0440
3 C 0.2225 0.0483 1.4632
4 O 1.5209 -0.5274 1.1648
5 C 1.3083 -0.4071 -0.1783
6 O 1.8833 -0.9903 -1.0471
7 H -1.7951 0.7950 -1.3638
8 H -0.5915 -0.2279 -2.1175
9 H -1.5824 -0.8950 -0.8462
10 H 0.1597 1.4883 0.0531
11 H -0.5050 -0.6218 1.9217
12 H 0.4107 0.9010 2.1287

natural (NBO) population analysis, charges in e, atoms 1 to 2:
1. C -0.62
2. C -0.36

***

Record 16
Here is C4H6O2 in the gas phase from OMol25. Energies are from the ωB97M-V functional and the def2-TZVPD basis.

Kohn-Sham gap (Eh): 0.40254

Positions of all 12 atoms, in Å:
1 C -0.3099 1.3378 0.3469
2 C 0.0753 -0.1024 0.1301
3 C -0.9874 -1.1327 0.3735
4 O -2.1646 -0.9225 0.2102
5 C 1.1264 -0.4962 -0.8215
6 O 1.3624 -0.5213 0.5721
7 H -0.8708 1.4443 1.2803
8 H 0.5911 1.9541 0.4032
9 H -0.9454 1.6963 -0.4666
10 H -0.5971 -2.1142 0.7166
11 H 1.0882 -1.4701 -1.3122
12 H 1.6347 0.2891 -1.3814

natural (NBO) population analysis, charges in e, atoms 1 to 2:
1. C -0.63
2. C 0.09

***

Record 17
Here is C4H6O2 as an isolated structure from OMol25. Energies are from the ωB97M-V functional and the def2-TZVPD basis.

Kohn-Sham gap (Eh): 0.39861

Positions of all 12 atoms, in Å:
1 C 0.3501 0.1148 -1.4272
2 O -0.8025 0.7741 -0.8744
3 C -0.1798 0.7637 0.4332
4 C -0.8465 -0.3512 1.2099
5 O 0.0353 -1.3214 0.5965
6 C 0.8146 -0.3007 -0.0449
7 H 1.0257 0.8916 -1.8099
8 H 0.1553 -0.6372 -2.1968
9 H 0.0670 1.7558 0.8221
10 H -0.7864 -0.3706 2.3049
11 H -1.8816 -0.4447 0.8762
12 H 1.8860 -0.3990 0.1402

natural (NBO) population analysis, charges in e, atoms 1 to 2:
1. C -0.08
2. O -0.53

***

Record 18
Here is C4H6O2 in the gas phase from OMol25. Energies are from the ωB97M-V functional and the def2-TZVPD basis.

Kohn-Sham gap (Eh): 0.40605

Positions of all 12 atoms, in Å:
1 O 0.0166 1.7187 1.8973
2 C -0.4927 1.7711 0.8047
3 C -0.3903 0.6797 -0.2265
4 C 0.2313 -0.6039 0.2634
5 C 0.3648 -1.6927 -0.7004
6 O 1.4691 -0.8574 -0.4041
7 H -1.0686 2.6659 0.4892
8 H 0.3427 0.9885 -0.9806
9 H -1.3488 0.5586 -0.7483
10 H 0.2434 -0.7904 1.3362
11 H 0.4912 -2.7211 -0.3763
12 H -0.1031 -1.5586 -1.6788

natural (NBO) population analysis, charges in e, atoms 1 to 2:
1. O -0.52
2. C 0.45

***

Record 19
Here is C4H6O2 in the gas phase from OMol25. Energies are from the ωB97M-V functional and the def2-TZVPD basis.

Kohn-Sham gap (spin up / spin down) (Eh): 0.30224 / 0.30227

Positions of all 12 atoms, in Å:
1 C 0.5202 -0.1596 -1.4105
2 C 0.3739 -0.1438 0.0806
3 C -0.0492 -1.3338 0.8845
4 O 1.2875 -0.8499 0.9115
5 C -0.2455 0.8125 0.9037
6 O -1.2627 1.5991 0.5358
7 H 1.4488 0.3341 -1.7128
8 H 0.5280 -1.1980 -1.7459
9 H -0.3128 0.3548 -1.9038
10 H -0.5657 -1.2211 1.8549
11 H -1.5840 1.3271 -0.3344
12 H 0.1323 1.0098 1.8987

natural (NBO) population analysis, charges in e, atoms 1 to 2:
1. C -0.62
2. C 0.06

***

Record 20
Here is C4H6O2 in the gas phase from OMol25. Energies are from the ωB97M-V functional and the def2-TZVPD basis.

Kohn-Sham gap (Eh): 0.36459

Positions of all 12 atoms, in Å:
1 O 1.9128 1.6235 -1.6462
2 C 1.4763 1.0456 -0.6930
3 C 0.8006 -0.3014 -0.7174
4 C -0.5750 -0.1779 -0.1348
5 C -0.9099 -0.6307 1.0657
6 O -2.1278 -0.5269 1.6422
7 H 1.5205 1.4885 0.3220
8 H 0.7587 -0.6647 -1.7459
9 H 1.3972 -0.9872 -0.1122
10 H -1.3025 0.3428 -0.7440
11 H -0.2168 -1.1534 1.7094
12 H -2.7341 -0.0582 1.0542

natural (NBO) population analysis, charges in e, atoms 1 to 2:
1. O -0.51
2. C 0.45

***

We obtain maximum force values of 0.643 4.540 0.698 1.615 0.346 2.020 2.066 1.625 3.078 0.379 3.840 0.420 2.374 1.514 1.223 0.554 0.446 0.562 0.378 0.330 eV/Å for the records listed above, in that order.
We obtain energy above the lowest of the compared OMol25 structures with the same formula, charge and spin values of 3.220 2.531 2.712 3.418 3.817 2.377 2.932 3.658 7.423 5.481 2.645 1.970 5.069 3.949 1.174 1.783 2.952 2.093 4.812 1.375 eV for the records listed above, in that order.